1.
Below is 2 unconnected molecules or ions with the total composition C5H5ClN2S, with properties calculated with ωB97M-V/def2-TZVPD.

Each line ends with the natural charge from an NBO analysis.
Cartesian coordinates (Å):
C  0.429  1.440  -0.297  -0.048
C  -0.929  1.770  -0.211  -0.045
C  1.498  -0.874  -0.299  -0.015
C  1.014  -2.137  -0.034  -0.432
C  -0.682  -0.408  0.027  0.215
N  0.553  0.095  -0.266  -0.365
N  -1.580  0.592  -0.084  -0.371
S  -0.680  -2.158  0.125  0.456
Cl  -3.268  0.338  0.177  0.217
H  1.304  2.012  -0.488  0.234
H  -1.394  2.771  -0.028  0.262
H  2.600  -0.648  -0.449  0.240
H  1.530  -3.022  -0.087  0.242
H  -0.395  0.230  1.913  -0.591

Computed properties:
frontier orbital gap (spin up / spin down) = 6.0 / 6.0 eV
LUMO (spin up / spin down) = 0.09 / 0.09 eV
HOMO (spin up / spin down) = -0.217 / -0.217 hartree
relative energy (zero: lowest compared OMol25 entry of this formula, charge and spin) = 4.132 eV
2S+1 = 1

=====

2.
Below is a single C5H5ClNOP molecule, with properties calculated with ωB97M-V/def2-TZVPD.

Each line ends with the natural charge from an NBO analysis.
Cartesian coordinates (Å):
N  0.392  2.495  1.012  -0.815
C  0.597  1.175  1.197  0.663
O  1.176  0.827  2.185  -0.589
C  0.196  0.075  0.139  -0.405
P  -0.939  0.388  -1.281  0.569
C  -1.025  -1.418  -1.590  -0.462
C  -0.099  -2.057  -0.819  -0.240
C  0.697  -1.199  0.074  -0.044
Cl  1.937  -1.850  1.057  0.075
H  0.187  2.976  0.224  0.382
H  0.758  3.168  1.640  0.399
H  -2.127  0.488  -0.625  -0.009
H  -1.767  -1.929  -2.235  0.242
H  0.017  -3.139  -0.976  0.234

Computed properties:
frontier orbital gap = 9.2 eV
LUMO = 0.04 eV
structure (SMILES) = NC(=O)C1=[PH]=CC=C1Cl
HOMO = -0.335 hartree
relative energy (zero: lowest compared OMol25 entry of this formula, charge and spin) = 1.794 eV
2S+1 = 1

=====

3.
Below is a single C5H5ClO2 molecule, with properties calculated with ωB97M-V/def2-TZVPD.

Each line ends with the natural charge from an NBO analysis.
Cartesian coordinates (Å):
C  0.742  -1.247  0.401  -0.636
C  -0.029  -0.137  -0.289  -0.115
C  -0.646  0.952  0.329  -0.016
O  -1.384  1.676  -0.519  -0.390
C  -1.351  1.168  -1.687  0.604
O  -2.059  1.619  -2.713  -0.639
C  -0.407  -0.104  -1.599  -0.229
Cl  -0.028  -1.123  -2.910  0.040
H  1.288  -0.846  1.293  0.229
H  0.003  -2.069  0.757  0.233
H  1.507  -1.866  -0.356  0.232
H  -0.352  1.518  1.185  0.198
H  -2.626  2.288  -2.438  0.491

Computed properties:
frontier orbital gap = 8.1 eV
LUMO = 0.58 eV
structure (SMILES) = Cc1coc(O)c1Cl
HOMO = -0.275 hartree
relative energy (zero: lowest compared OMol25 entry of this formula, charge and spin) = 2.027 eV
2S+1 = 1

=====

We obtain strongest force on any atom values of 3.7; 3.7; 7.2 eV Å⁻¹ for the records listed above, in that order.
We obtain calculated total energy values of -31597.764; -30613.625; -21881.022 eV for the records listed above, in that order.